The following is a quantum chemistry calculation of the molecule C5H7N3O in a non-equilibrium geometry, from the Open Molecules 2025 dataset.

Bonds (Å) are listed after each position.
Atoms and positions in Å:
1 C 0.59 -1.75 -0.75  C2 1.318, H10 1.054, H11 1.064
2 C 0.19 -0.50 -0.87  C1 1.318, C3 1.674, N6 1.457
3 C -0.61 0.36 -2.06  C2 1.674, C4 1.669, H12 1.220, H13 1.164
4 C -0.79 1.83 -1.29  C3 1.669, N5 1.362, H14 1.084
5 N -0.38 1.63 -0.01  C4 1.362, N6 1.275
6 N 0.04 0.45 0.23  C2 1.457, N5 1.275, C7 1.336
7 C 0.24 0.23 1.53  N6 1.336, N8 1.305, H15 1.202
8 N 0.25 -0.93 2.14  C7 1.305, O9 1.483
9 O 0.54 -0.50 3.53  N8 1.483, H16 0.986
10 H 0.44 -2.37 -1.59  C1 1.054
11 H 1.09 -2.04 0.14  C1 1.064
12 H -1.69 -0.15 -2.31  C3 1.220
13 H -0.03 0.72 -3.00  C3 1.164
14 H -0.99 2.84 -1.63  C4 1.084
15 H 0.08 1.34 1.94  C7 1.202
16 H 1.04 -1.19 4.02  O9 0.986

Output
HOMO-LUMO gap: 8.9 eV
SMILES: C=C1CC=NN1/C=N/O
charge: 0


The following is a quantum chemistry calculation of the molecule C5H7N3O in a non-equilibrium geometry, from the Open Molecules 2025 dataset.

Bonds (Å) are listed after each position.
Atoms and positions in Å:
1 C 2.33 0.64 0.11  C2 1.451, H10 1.092, H11 1.092, H12 1.091
2 C 0.97 0.73 -0.38  C1 1.451, N3 1.258, C4 1.427
3 N 0.25 1.12 -1.34  C2 1.258, C4 1.536
4 C -0.41 0.48 -0.12  C2 1.427, N3 1.536, N5 1.453, C6 1.497
5 N -1.22 1.45 0.60  C4 1.453, H13 1.019, H14 1.019
6 C -0.97 -0.90 -0.25  C4 1.497, O7 1.382, C8 1.432, N9 1.760
7 O -2.28 -0.98 -0.68  C6 1.382, H15 0.972
8 C -0.39 -2.06 0.34  C6 1.432, N9 1.245, H16 1.103
9 N 0.29 -2.04 -0.70  C6 1.760, C8 1.245
10 H 2.43 1.22 1.04  C1 1.092
11 H 2.55 -0.41 0.32  C1 1.092
12 H 3.03 1.02 -0.63  C1 1.091
13 H -0.78 2.36 0.51  N5 1.019
14 H -2.12 1.56 0.12  N5 1.019
15 H -2.83 -1.47 -0.04  O7 0.972
16 H -0.84 -2.73 1.10  C8 1.103

Output
HOMO-LUMO gap: 9.5 eV
SMILES: CC1=N[C@@]1(N)[C@]1(O)C=N1
charge: 0


Computed ΔE to the lowest compared entry with this formula, charge and spin, in the same sequence as the records: 138.0, 105.3 kcal per mole.